# 1
Formula: C28H60N4O2P
Source: the OMol25 dataset
Level of theory: ωB97M-V/def2-TZVPD

```
95
Properties=species:S:1:pos:R:3
C -2.00490 0.74457 5.55807
C -0.93688 0.35563 6.68208
P 0.44650 -0.78389 6.05108
C 1.03986 0.07884 4.46690
C -0.36334 -2.41308 5.59716
N -1.71559 -2.59077 5.30161
C -2.03586 -3.94728 5.04275
C -0.73977 -4.62535 5.19611
N 0.24809 -3.64996 5.53137
C 1.64633 -4.08831 5.78319
C 2.76357 -3.06518 5.34034
C 4.05933 -3.76676 4.72007
C 4.96014 -2.70420 3.93744
C 4.20609 -2.05067 2.68405
C 3.37165 -3.08183 1.81320
C 1.80497 -2.90230 1.88204
C 1.27106 -1.64980 1.05711
O 1.16757 -2.09368 -0.31971
C 0.90543 -0.89812 -1.05815
C 2.19362 -0.24567 -1.74945
O -0.21893 -0.41962 -1.09983
H -1.82355 0.09512 4.64787
H -3.04363 0.52277 5.92246
H -1.91455 1.80675 5.19312
H -1.48905 -0.12471 7.53465
H -0.47443 1.30139 7.07240
H 0.22934 0.67214 3.95746
H 1.41434 -0.65953 3.69401
H 1.88046 0.78314 4.74951
H -2.46454 -1.89927 5.26410
H -3.03170 -4.38433 4.80896
H -0.51728 -5.71685 5.11041
H 1.78521 -5.04138 5.18260
H 1.74249 -4.41646 6.86371
H 2.38902 -2.22036 4.69554
H 3.13198 -2.56460 6.29087
H 4.68602 -4.06458 5.61947
H 3.82513 -4.68041 4.11175
H 5.15115 -1.84102 4.65349
H 5.97671 -3.11075 3.67807
H 5.02542 -1.59283 2.04540
H 3.61065 -1.17913 3.08049
H 3.68747 -4.13589 2.06254
H 3.67471 -2.92664 0.72987
H 1.38582 -2.79278 2.92118
H 1.35241 -3.85297 1.45634
H 1.89689 -0.72417 1.19690
H 0.22624 -1.44881 1.46147
H 2.75391 0.29900 -0.93047
H 1.90090 0.45433 -2.57980
H 2.81895 -1.10119 -2.13842
C -3.39895 0.43203 -1.39774
C -4.21582 -0.35643 -2.41819
N -5.19895 0.44736 -3.13916
C -6.16175 -0.35475 -3.88529
C -5.63326 -1.21031 -5.03776
C -4.68773 1.61954 -3.84095
C -3.60055 1.39431 -4.88995
H -4.05068 0.96072 -0.69708
H -2.76790 -0.24679 -0.82142
H -2.73910 1.15907 -1.87655
H -4.74482 -1.13830 -1.86257
H -3.52574 -0.86976 -3.10082
H -6.95661 0.29600 -4.26426
H -6.66390 -1.02170 -3.17495
H -5.38257 -0.60536 -5.90890
H -6.40716 -1.91520 -5.35494
H -4.75761 -1.79686 -4.75424
H -4.29914 2.32135 -3.09574
H -5.52144 2.15792 -4.30311
H -2.81687 0.71976 -4.53894
H -3.12342 2.34876 -5.13068
H -4.00736 1.00117 -5.82120
C 0.02382 2.51799 -3.52164
C 1.33072 3.28943 -3.62238
N 1.75240 3.56555 -4.98588
C 3.13189 4.02936 -5.08156
C 3.47867 5.36860 -4.42926
C 0.79390 4.27722 -5.82212
C 0.30249 5.64294 -5.33916
H 0.06082 1.59107 -4.09969
H -0.16580 2.25143 -2.47887
H -0.82669 3.10990 -3.86750
H 2.09240 2.67047 -3.13454
H 1.25137 4.20987 -3.02839
H 3.42914 4.06206 -6.13471
H 3.77512 3.26189 -4.63515
H 3.09975 6.21060 -5.00802
H 4.56554 5.48177 -4.38159
H 3.10003 5.44588 -3.40847
H -0.08059 3.63312 -5.96020
H 1.20611 4.38619 -6.83027
H 0.03277 5.64163 -4.28113
H -0.59144 5.92818 -5.90048
H 1.04347 6.42380 -5.50793
```

As for the largest force on an atom: 0.0932 Eh/bohr. The total charge is +1. The value obtained for the gap between HOMO and LUMO is 0.222 Eh.

***

# 2
Formula: C4H18O4
Source: the OMol25 dataset
Level of theory: ωB97M-V/def2-TZVPD

```
26
Properties=species:S:1:pos:R:3
C 1.25058 -0.64857 -2.26804
C 1.51963 -0.99473 -0.77511
C 0.78527 -0.12288 0.23350
C 1.20801 -2.50391 -0.54672
H 1.07822 0.43128 -2.37712
H 2.14401 -0.86803 -2.83761
H 0.36618 -1.16131 -2.64119
H 2.58291 -0.82152 -0.65048
H 1.34183 0.09617 1.13876
H -0.21836 -0.51490 0.45363
H 0.42228 0.78023 -0.31715
H 0.47833 -2.88329 -1.26260
H 2.12435 -3.06963 -0.72067
H 0.81393 -2.68001 0.44431
H -1.66369 -0.58794 4.72167
H -0.54554 -0.46113 3.68643
O -0.75334 -0.84496 4.54051
H 0.61410 2.75303 -1.80805
H 0.05036 3.84032 -2.69200
O -0.22041 3.01364 -2.24367
H -1.24724 3.07500 -0.80398
H -0.39821 1.93799 0.02956
O -0.70932 2.89233 0.00326
H -3.85055 -0.77981 2.76634
H -3.84951 0.43436 1.81428
O -3.32380 -0.31172 2.11216
```

Its spin multiplicity is 2. As for the largest force on an atom: 0.0345 Eh/bohr. The total charge is +1. The value obtained for the gap between HOMO and LUMO (spin up / spin down) is 0.354 / 0.115 Eh.